Entry 1:
{"formula": "C19H41NO6", "method": "the ωB97M-V functional and the def2-TZVPD basis", "smiles": "CC(=O)OCCCN(COO)C(=O)O.CCCCCC.CCCCCC", "total_charge": 0, "e_above_lowest_kj_mol": 194.2, "lumo_ev": 0.5, "elements": ["O", "O", "O", "O", "O", "O", "N", "C", "C", "C", "C", "C", "C", "C", "C", "C", "C", "C", "C", "C", "C", "C", "C", "C", "C", "C", "H", "H", "H", "H", "H", "H", "H", "H", "H", "H", "H", "H", "H", "H", "H", "H", "H", "H", "H", "H", "H", "H", "H", "H", "H", "H", "H", "H", "H", "H", "H", "H", "H", "H", "H", "H", "H", "H", "H", "H", "H"], "xyz": [[0.872, -1.051, 2.262], [5.424, -1.175, 0.593], [1.787, -0.349, 1.469], [0.608, -5.855, -0.300], [4.895, -1.900, -1.402], [0.612, -3.742, 0.229], [3.320, -0.905, -0.126], [4.556, -1.386, -0.397], [-4.154, 0.768, -4.110], [0.681, 3.012, 1.926], [2.369, -1.122, -1.221], [-4.917, -0.552, -4.171], [2.579, -5.183, 0.659], [0.615, -3.016, -1.011], [-1.850, 2.391, 5.960], [-0.089, 3.860, 4.839], [-0.745, 3.144, 2.451], [-0.405, 2.512, 5.485], [1.983, -2.583, -1.520], [1.184, -4.963, 0.138], [-1.843, -0.228, -4.671], [-2.922, 0.800, -5.013], [2.806, -1.278, 1.168], [-1.301, -0.142, -3.245], [-0.887, 4.173, 3.572], [-0.610, 1.184, -2.938], [-3.873, 0.982, -3.075], [-1.106, 2.166, 2.786], [1.367, 2.664, 2.699], [-2.102, -0.315, -2.521], [3.074, -4.231, 0.807], [-2.088, 3.174, 6.684], [-3.237, 0.637, -6.049], [-5.804, -0.510, -3.537], [6.200, -1.704, 0.373], [1.047, 3.969, 1.548], [0.060, -0.538, 2.175], [0.258, 2.379, 6.344], [0.981, 3.903, 4.616], [2.777, -3.246, -1.216], [3.167, -5.712, -0.070], [-1.396, 3.444, 1.625], [-1.947, 4.277, 3.824], [-0.088, -2.202, -0.934], [-1.013, -0.105, -5.373], [-2.491, 1.805, -4.987], [-1.299, 2.026, -3.015], [-0.209, 1.181, -1.922], [-4.826, 1.574, -4.416], [0.720, 2.292, 1.107], [-2.231, -1.236, -4.840], [1.951, -2.668, -2.599], [2.436, -2.297, 1.232], [0.222, 1.358, -3.625], [-5.244, -0.765, -5.191], [1.490, -0.547, -0.966], [-0.275, 4.655, 5.568], [2.574, -5.711, 1.601], [-0.578, -0.952, -3.102], [-0.175, 1.696, 4.794], [3.561, -1.172, 1.934], [-4.307, -1.388, -3.826], [-0.572, 5.151, 3.197], [0.196, -3.690, -1.754], [2.784, -0.653, -2.100], [-2.556, 2.465, 5.132], [-2.013, 1.427, 6.445]], "atomic_forces_ev_per_a": [[-0.7299, -0.8208, 1.0155], [0.4632, -0.0156, 1.1396], [0.1212, 0.6241, -0.8152], [-2.9220, -4.0139, -2.2428], [0.6412, -1.2456, -2.7099], [0.4884, 1.5125, 0.4379], [-1.0188, -0.5518, 0.0358], [0.2736, 0.9700, 1.2661], [-0.0633, -0.0659, -0.1220], [-0.1278, -0.1178, -0.0150], [-0.0692, 0.0018, 0.1533], [-0.0074, 0.0816, 0.1192], [0.3130, 1.4666, 0.2112], [-0.0714, -1.0264, -0.5367], [0.0741, -0.1275, -0.0339], [0.0732, -0.0073, -0.0339], [0.1009, 0.1287, -0.0942], [-0.0711, 0.0839, 0.0921], [-0.2119, 0.9105, 0.0314], [2.3578, 1.9201, 1.6344], [-0.0442, -0.0823, -0.0154], [0.0373, 0.0787, 0.0417], [0.2153, 0.7122, 0.8083], [0.1403, 0.0685, -0.0317], [-0.0955, -0.0333, 0.0555], [-0.0429, -0.0958, 0.1250], [0.0245, 0.0167, -0.0098], [-0.0279, 0.0186, 0.0364], [0.0272, 0.0002, -0.0243], [-0.0166, -0.0192, -0.0251], [0.1790, 0.1414, 0.2656], [-0.0253, 0.0214, -0.0303], [-0.0176, -0.0024, 0.0072], [-0.0099, -0.0426, -0.0223], [0.1727, 0.1358, -0.0575], [0.0161, 0.0045, 0.0328], [0.0402, 0.2120, -0.1918], [0.0283, -0.0292, -0.0318], [-0.0085, 0.0101, -0.0140], [0.2030, -0.3161, 0.1615], [-0.0076, -0.4944, -0.2574], [-0.0366, -0.0394, 0.0199], [0.0119, 0.0072, 0.0189], [-0.0539, 0.3642, 0.3818], [0.0136, -0.0020, 0.0196], [0.0162, -0.0124, -0.0073], [0.0176, 0.0132, -0.0168], [0.0201, 0.0536, -0.0125], [0.0209, 0.0258, 0.0389], [0.0918, 0.0100, -0.0034], [-0.0093, 0.0115, -0.0082], [-0.0184, -0.0642, -0.3148], [-0.5380, -0.0729, -0.3117], [-0.0216, 0.0313, -0.0185], [0.0291, -0.0313, -0.0036], [-0.3075, 0.1108, 0.0930], [-0.0015, -0.0163, 0.0137], [-0.1204, -0.2527, 0.1714], [-0.0366, -0.0325, 0.0021], [0.0282, 0.0170, -0.0108], [0.4925, -0.0120, -0.0502], [-0.0081, -0.0144, -0.0247], [0.0050, -0.0130, -0.0264], [-0.1888, -0.1625, -0.1281], [0.2483, 0.0219, -0.2065], [-0.0144, 0.0249, 0.0162], [-0.0418, 0.0221, 0.0127]]}



Entry 2:
{"formula": "C32H90F4N10O17PbS4", "method": "the ωB97M-V functional and the def2-TZVPD basis", "s_squared": 0.7534, "total_charge": -1, "spin_multiplicity": 2, "lumo_ev": [1.6, 1.6], "elements": ["Pb", "S", "S", "S", "S", "F", "F", "F", "F", "O", "O", "O", "O", "O", "O", "O", "O", "O", "O", "O", "O", "O", "O", "O", "O", "O", "N", "N", "N", "N", "N", "N", "N", "N", "N", "N", "C", "C", "C", "C", "C", "C", "C", "C", "C", "C", "C", "C", "C", "C", "C", "C", "C", "C", "C", "C", "C", "C", "C", "C", "C", "C", "C", "C", "C", "C", "C", "C", "H", "H", "H", "H", "H", "H", "H", "H", "H", "H", "H", "H", "H", "H", "H", "H", "H", "H", "H", "H", "H", "H", "H", "H", "H", "H", "H", "H", "H", "H", "H", "H", "H", "H", "H", "H", "H", "H", "H", "H", "H", "H", "H", "H", "H", "H", "H", "H", "H", "H", "H", "H", "H", "H", "H", "H", "H", "H", "H", "H", "H", "H", "H", "H", "H", "H", "H", "H", "H", "H", "H", "H", "H", "H", "H", "H", "H", "H", "H", "H", "H", "H", "H", "H", "H", "H", "H", "H", "H", "H"], "xyz": [[-2.461, 1.543, -1.065], [1.046, 0.699, -0.078], [0.818, 0.059, -2.187], [-3.470, 4.564, -3.127], [-1.485, 3.730, -3.884], [-0.312, 2.780, -3.282], [-0.307, -0.003, -3.336], [-4.557, 3.999, -2.044], [0.155, 1.499, 0.992], [-3.898, 2.582, 4.774], [-0.870, 5.033, -4.015], [-0.366, 4.855, 1.412], [-4.280, 4.487, -4.336], [2.382, -2.843, 6.253], [-2.898, -5.341, -0.776], [0.801, -5.667, -2.235], [-2.622, -0.046, 1.047], [8.179, -0.447, -3.231], [1.233, -0.551, 0.697], [-1.808, 3.172, -5.202], [3.424, 1.524, 3.813], [1.193, -1.345, -2.021], [1.710, 0.944, -2.997], [-4.867, 1.403, -0.966], [2.187, 1.625, -0.208], [-3.241, 5.907, -2.515], [-1.541, 1.142, 3.389], [-2.404, 3.345, -2.708], [4.664, 2.111, 1.230], [7.217, 2.000, -1.825], [-4.117, -2.914, -2.146], [-3.399, -0.263, -2.621], [-0.206, 0.724, -1.225], [1.278, -0.585, 3.463], [-0.146, -6.885, -4.782], [-2.557, 3.075, 1.141], [-5.131, 3.174, 4.609], [2.879, -2.420, 3.438], [4.086, 2.060, 5.039], [-2.779, 4.519, 0.852], [-5.561, 0.866, -2.089], [-4.544, 0.489, -3.202], [-5.737, 1.609, 0.193], [-1.641, 0.836, 5.837], [4.125, 3.232, 2.001], [7.113, 0.299, -3.637], [-3.364, -3.887, -2.907], [-3.821, 1.273, 4.378], [-4.127, 4.811, 1.289], [5.027, 1.483, -2.828], [2.213, -7.543, -5.151], [-2.025, -6.189, -0.096], [-2.386, 0.705, 4.440], [1.126, -4.500, -1.563], [-2.398, -4.601, -1.936], [1.115, -7.218, -4.129], [0.205, 5.316, 0.158], [3.000, 2.543, 2.926], [3.741, 4.231, 0.915], [2.510, -2.852, 7.648], [1.614, -1.888, 4.128], [1.962, -1.661, 5.597], [-5.108, -0.326, -4.268], [8.974, -0.809, -4.414], [6.349, 0.898, -2.417], [1.645, -5.924, -3.371], [-1.722, 5.323, 1.711], [-2.540, -3.162, -3.973], [-1.431, 1.906, 5.821], [-5.087, -2.971, -2.421], [-6.322, 0.697, 0.318], [-2.477, -6.657, 0.778], [2.542, 3.336, 3.517], [-4.319, 5.881, 1.372], [9.423, 0.126, -4.749], [8.414, -1.416, -5.125], [7.501, 1.005, -4.371], [0.819, -2.628, 4.030], [-2.212, 0.686, 6.753], [2.187, -4.441, -1.322], [-5.285, 1.845, 1.156], [-2.160, -3.963, -4.607], [-6.425, 2.437, 0.023], [1.139, -1.171, 6.117], [-6.100, 0.090, -4.447], [6.951, 1.963, -0.851], [-3.948, -4.710, -3.319], [-1.664, -5.086, -2.579], [0.782, -3.572, -2.020], [-0.731, 0.237, 5.854], [3.836, -1.966, 3.695], [-1.594, 2.980, 1.430], [4.564, 1.245, 5.583], [-0.369, 4.844, -0.639], [3.178, -3.623, 8.032], [2.699, -6.011, -3.108], [-1.711, -6.997, -0.757], [-1.181, -5.617, 0.289], [1.667, -5.096, -4.080], [-5.679, 2.999, 5.535], [-4.985, 4.250, 4.518], [3.041, -3.491, 3.564], [4.627, 4.398, 0.302], [-5.656, 2.710, 3.774], [-0.695, 0.624, 3.579], [1.934, -8.299, -5.884], [-2.603, -0.358, 4.333], [-0.866, -7.583, -4.663], [4.916, 3.580, 2.666], [4.996, 1.483, 1.949], [2.251, 2.148, 2.240], [-2.597, -0.342, -3.230], [-1.835, -2.364, -3.740], [1.293, -0.804, 2.477], [1.559, -3.136, 8.098], [-1.734, 6.380, 1.447], [-0.016, 6.341, -0.141], [2.007, 0.103, 3.583], [2.473, -6.671, -5.752], [-2.110, -0.046, 1.856], [-3.010, -0.920, 1.009], [-4.233, 1.470, -3.560], [-4.514, 4.326, 2.185], [3.030, 3.735, 0.255], [1.196, 4.976, -0.146], [-4.705, 4.557, 0.401], [2.767, -0.933, 5.702], [6.180, 0.101, -1.694], [-1.726, -3.850, -1.520], [-2.628, 4.710, -0.210], [-1.804, 5.124, 2.779], [-0.510, -6.048, -4.350], [-3.004, 2.884, 2.027], [3.967, 1.533, 0.783], [4.308, 0.835, -3.330], [-5.294, -1.370, -4.016], [-3.677, -1.227, -2.499], [4.516, 1.915, -1.967], [1.116, -8.022, -3.393], [-3.258, -2.714, -4.660], [-4.351, -0.421, -5.046], [-6.222, 1.667, -2.420], [3.299, 5.152, 1.296], [6.465, -0.406, -4.159], [-4.367, 0.634, 5.072], [-6.061, -0.051, -1.779], [4.773, 2.846, 4.726], [2.791, -1.908, 8.115], [-4.364, 1.102, 3.449], [3.408, 2.580, 5.716], [3.097, -8.001, -4.709], [-4.122, -3.355, -1.237], [-1.199, 2.086, 3.495], [2.555, -2.422, 2.397], [8.051, 1.442, -1.707], [9.596, -1.688, -4.242], [5.215, 2.313, -3.508], [0.439, -4.525, -0.717]], "atomic_forces_ev_per_a": [[1.3806, -0.6762, 1.0324], [2.0711, -1.4174, -0.3338], [4.8025, 0.1636, -4.2671], [-5.5239, 3.5616, 3.6288], [7.7577, -2.7102, -5.8378], [-0.6271, 0.9573, -0.8759], [-1.8320, -1.1599, -1.2159], [0.0225, -0.1623, -0.0368], [-0.7761, 0.8711, 0.7940], [1.7666, 1.1042, -0.2402], [-1.1223, -0.5609, 1.3711], [0.4648, 0.6812, -0.0627], [2.1094, -0.2051, 1.2367], [0.3636, -0.8597, -0.4635], [-1.8668, 0.9247, -1.7525], [0.6182, -1.2670, -1.9695], [-0.8080, -0.4030, -0.6161], [3.1025, -2.0041, -0.3056], [-0.4423, 1.3396, -0.8310], [-0.2387, 0.1995, 2.4981], [1.3013, 0.4903, 1.5798], [-0.9108, 0.3773, -0.5549], [-0.9297, -1.5764, 1.9535], [-1.2017, -0.0006, 1.7168], [-1.4218, -0.2345, 0.7006], [0.3416, -3.4326, -1.8486], [0.7581, -0.4555, -0.5321], [-2.9383, 3.6541, -1.1563], [1.8238, -0.7320, 0.7195], [-0.4432, -2.0046, 0.0010], [-1.0886, -1.0031, 0.7745], [-0.0282, 1.4064, 0.2608], [-0.5791, 0.9065, 3.2592], [-1.0831, -1.3306, 1.2953], [-0.0784, -0.0252, 0.1948], [0.2510, 0.5438, 0.0655], [-0.4336, 0.0673, 0.8368], [-0.9864, -1.7052, -0.6779], [-0.7089, 0.0396, -1.7478], [3.0201, -0.5968, 2.1436], [0.7397, -0.3370, 0.0607], [1.2577, 0.5426, 2.1261], [-0.5484, -0.2703, -0.9179], [-1.0975, 1.1645, -0.9830], [-0.9201, -2.2901, -0.0849], [-1.9061, 0.2412, 0.1824], [1.5879, -0.4883, 1.2480], [0.4487, -1.5269, 1.0909], [-2.5120, 1.4510, -1.1770], [-0.3695, 0.7040, -0.2658], [-0.1113, -0.6257, -0.5321], [0.8584, -0.0650, -0.2566], [-1.3132, -0.3964, 1.7557], [-0.9843, 0.9898, 0.8578], [1.8975, 0.5148, 0.6605], [1.8507, 1.6317, 0.3418], [-2.2176, -0.9578, -1.2807], [-0.0250, 2.4136, -0.7017], [-0.6718, -0.0844, 0.6469], [-0.9461, 0.0697, 0.4576], [2.2421, 1.1245, 0.4398], [-0.3182, 0.7165, 0.8163], [-1.2303, -0.7034, -0.8063], [-1.0722, -0.7679, 1.6196], [0.6954, 0.6775, -1.2249], [-1.0788, -1.0100, -0.1833], [1.4916, -0.8353, -2.1545], [-1.1954, -1.1517, -1.3235], [0.6460, 0.0596, 0.4424], [-0.3466, 0.2383, -0.1831], [-0.1007, -0.0736, 0.1036], [-0.6241, 0.2872, -0.1581], [-0.4128, 0.1834, 0.2058], [0.1500, 0.1972, 0.2356], [0.3039, -0.5464, -0.5707], [-1.1825, 1.2204, -0.7715], [-0.5678, 0.8665, 0.0455], [-0.2169, 0.2346, -0.0475], [-0.3097, -0.3939, -0.1960], [-0.0387, 0.0817, 0.3047], [1.0484, -0.2326, -0.5444], [0.9086, 0.2269, -0.0393], [-0.0826, 0.0605, -0.4204], [-0.5404, -0.2445, 0.2316], [0.0713, 0.0236, -1.3374], [-0.6601, 0.8573, 0.5446], [-0.4382, 0.2976, -0.5026], [-0.2551, -1.2610, 0.1994], [0.4997, 0.0478, -0.8131], [-0.0692, 0.1334, -0.1811], [-0.3526, 0.6195, -0.3243], [0.7787, -0.2629, -0.5177], [0.0444, 0.0208, -0.3769], [-0.3191, -0.5001, -0.2832], [0.4451, -0.0057, -0.6954], [0.0881, -0.4528, 0.5182], [0.4381, -0.0217, -0.0101], [0.3951, -0.1403, -0.1465], [-0.5403, 0.3407, -0.1525], [-0.6593, 0.0370, -0.0087], [-0.1660, -0.0466, -0.3176], [-0.0881, -0.2405, 0.6703], [0.0380, 0.2804, 0.2278], [-0.2882, 0.3509, -0.2447], [0.9657, -0.4857, -0.7188], [-0.5948, -0.0384, -0.0065], [0.2927, -0.3198, -0.4692], [0.1203, -0.2430, 0.0062], [0.1520, 0.3121, -0.1275], [0.5667, -0.4330, -0.0009], [0.0573, -0.2450, 0.1743], [0.2514, 0.5569, -0.5219], [0.2352, -0.5621, 0.6151], [-0.3247, 0.3841, -0.4212], [-0.4458, 0.1688, 0.1060], [-0.3991, 0.2365, 0.3174], [0.4835, 0.6019, 0.9717], [0.4155, -0.0647, 0.3473], [0.1387, 0.1448, 0.1872], [0.7287, 0.8202, 0.6650], [-0.0815, -0.3032, -0.3095], [0.4766, -0.1276, -0.4315], [0.3506, -0.1578, -0.0665], [-0.1378, 0.0421, 0.0613], [0.2386, 0.1776, 1.3365], [-0.8615, -0.3663, 0.3641], [0.3458, 0.2630, -0.4482], [0.1649, -0.2348, 0.0260], [-0.1235, 0.6352, 0.2304], [0.0116, 0.1527, 0.0664], [-0.4317, 0.1588, -0.0146], [-0.1125, 0.1305, 0.0367], [-0.5285, -0.2992, 0.1183], [-0.6868, 0.5354, -0.3830], [0.1889, -0.3446, 0.2130], [-0.0135, 0.0068, 0.6514], [-0.2076, -0.4552, 0.7177], [-0.0495, -0.1172, 0.0759], [-0.5948, -0.1070, 0.0806], [-0.2389, 0.3061, 0.0056], [-0.6385, 0.5670, -0.6726], [-0.4190, -0.3805, -0.3847], [0.1124, 0.1621, -0.0630], [-0.7172, 0.2557, -0.3111], [-0.4053, -0.1270, 0.5372], [-0.5259, 0.0022, 0.0896], [0.4739, -0.3276, 0.0661], [0.2315, 0.3229, -0.3153], [0.5228, 0.0611, -0.7414], [-0.6267, -0.2534, -0.1084], [0.1736, 0.4592, 0.3697], [-0.2845, 0.4642, 0.7485], [-0.3871, 0.5011, 0.1693], [0.9804, 0.5945, -0.4609], [1.1498, 0.2726, -0.2977], [1.1947, 0.8379, 1.2344], [0.0559, 0.1431, -0.1032], [0.7228, -0.0234, 0.7526]]}